# 1
Molecular formula: C7H10O
Method: DFT, ωB97M-V/def2-TZVPD

Computed properties:
F_max in eV Å⁻¹: 1.67
Structure (SMILES): Cc1ccccc1.O
Charge: 0
LUMO energy in eV: 0.80
HOMO level in eV: -9.0368
Kohn-Sham gap in eV: 9.832
Total energy in eV: -9468.3093

The geometry in XYZ format:
```
18
Properties=species:S:1:pos:R:3:forces:R:3:lowdin_charge:R:1
O 2.27430 6.03976 -0.34443 0.5 0.2 -0.2 -0.068
C -0.16114 -2.28262 0.49203 -0.1 0.5 0.5 -0.058
C -1.16950 -0.28256 -0.32552 1.0 1.0 0.5 -0.063
C -1.22884 -1.36530 0.52447 -0.2 -1.3 -0.2 -0.281
C 1.14827 -0.72161 -0.77793 0.3 -0.1 -1.0 -0.110
C -2.48970 -1.71283 1.30001 0.2 -0.2 -1.6 -0.047
C 0.02963 0.05641 -0.98571 -1.4 -0.1 0.7 -0.090
C 1.05482 -1.90441 -0.04462 0.0 -0.2 -0.2 -0.094
H -2.76238 -0.95883 2.02556 -0.1 0.0 0.2 0.077
H -1.98938 0.42280 -0.36493 -0.2 -0.1 -0.1 0.109
H 2.02386 -0.52757 -1.39247 0.2 0.1 0.5 0.099
H -3.25755 -1.79970 0.52899 -0.5 0.3 0.3 0.079
H 1.91985 -2.55313 0.08281 -0.2 0.1 -0.3 0.103
H -0.30697 -3.28926 0.88328 0.2 0.3 0.4 0.109
H 2.26668 5.11787 -0.07385 0.1 0.0 0.0 0.028
H -2.42601 -2.71828 1.69414 0.2 0.0 0.6 0.067
H 3.19761 6.23294 -0.58304 -0.5 -0.2 0.2 0.041
H -0.03801 0.95250 -1.59397 0.6 -0.2 -0.1 0.100
```
Positions in Å, forces in eV/Å.

# 2
Molecular formula: C7H10O
Method: DFT, ωB97M-V/def2-TZVPD

Computed properties:
F_max in eV Å⁻¹: 7.00
Structure (SMILES): C1=C\CCOC\C=C/1
Charge: 0
LUMO energy in eV: 0.75
HOMO level in eV: -8.8348
Kohn-Sham gap in eV: 9.580
Total energy in eV: -9462.7807

The geometry in XYZ format:
```
18
Properties=species:S:1:pos:R:3:forces:R:3:lowdin_charge:R:1
O 1.82161 0.53877 -0.42545 -2.9 -0.2 0.2 -0.099
C 0.36195 0.43278 -0.59560 1.4 6.5 -2.2 -0.316
C -1.74390 -0.50125 0.15924 -2.6 -0.6 0.5 -0.117
C 1.76872 0.08892 0.92858 2.8 0.7 1.3 -0.212
C -1.67235 -0.03022 -1.09947 -1.5 -1.9 -2.6 -0.145
C -0.48265 0.54685 -1.81224 0.5 -1.1 -1.5 -0.167
C 0.49230 -0.53401 1.55000 2.1 0.0 0.5 -0.116
C -0.81652 -0.61597 1.32776 -2.2 -0.6 2.1 -0.133
H -1.35104 -0.90011 2.31947 0.6 0.1 -2.0 0.130
H -2.77736 -0.95895 0.36786 1.7 0.6 -0.1 0.122
H -2.41991 -0.36509 -1.92560 0.4 0.8 2.2 0.138
H 0.82443 -0.98330 2.47859 -0.1 0.3 0.4 0.101
H -0.12936 -0.20703 -2.62914 -0.9 1.5 0.9 0.154
H -0.84238 1.54350 -2.19412 1.1 -0.8 0.0 0.132
H 0.21754 -0.51873 -0.29808 -0.5 -2.2 0.3 0.046
H -0.22936 1.33041 -0.06803 2.1 -2.1 0.3 0.190
H 2.00753 1.02825 1.58838 -0.5 -1.6 -0.8 0.154
H 2.68169 -0.60167 1.01472 -1.4 0.7 0.4 0.139
```
Positions in Å, forces in eV/Å.

# 3
Molecular formula: C7H10O
Method: DFT, ωB97M-V/def2-TZVPD

Computed properties:
F_max in eV Å⁻¹: 5.21
Structure (SMILES): C1=C[C@H]2COC[C@@H]1C2
Charge: 0
LUMO energy in eV: 1.00
HOMO level in eV: -8.5571
Kohn-Sham gap in eV: 9.559
Total energy in eV: -9464.2194

The geometry in XYZ format:
```
18
Properties=species:S:1:pos:R:3:forces:R:3:lowdin_charge:R:1
O 0.33095 1.45726 0.38483 -2.1 0.9 0.3 -0.164
C 1.36848 0.80457 -0.12574 2.5 -1.7 -2.8 -0.253
C -1.06618 1.19684 -0.17667 2.7 1.3 -2.0 -0.089
C -0.29236 -0.91038 -1.13748 -0.5 -1.9 -4.8 -0.182
C -0.71409 -0.73140 1.09991 -0.9 -1.1 3.1 -0.074
C -1.39316 -0.31094 -0.24522 1.1 -0.1 1.7 -0.239
C 0.57044 -1.14285 0.89653 -0.6 -0.3 3.7 -0.130
C 1.00986 -0.75847 -0.42100 2.7 2.0 0.3 -0.326
H -0.42400 -0.55202 -2.28647 0.7 -0.5 2.6 0.158
H -1.22850 -0.54800 2.24060 1.5 -0.7 -3.6 0.174
H 1.32385 -1.31772 1.73493 -1.3 0.1 -1.1 0.139
H -2.50672 -0.57432 -0.41896 2.1 0.4 0.2 0.165
H 1.93610 -1.18361 -0.95101 -1.6 0.1 1.0 0.167
H -1.45035 1.81802 0.57875 -2.1 0.2 0.6 0.103
H -1.05398 1.77699 -1.18598 -0.3 -1.2 1.4 0.150
H 1.58447 0.94890 -1.16909 -0.4 1.4 -1.3 0.090
H -0.12238 -2.08317 -1.21536 -2.0 2.0 -0.1 0.156
H 2.39602 1.17263 0.25197 -1.7 -1.2 0.6 0.155
```
Positions in Å, forces in eV/Å.

# 4
Molecular formula: C7H10O
Method: DFT, ωB97M-V/def2-TZVPD

Computed properties:
F_max in eV Å⁻¹: 6.54
Structure (SMILES): C=C1CC[C@@H]2C[C@]12O
Charge: 0
LUMO energy in eV: 0.89
HOMO level in eV: -8.4294
Kohn-Sham gap in eV: 9.316
Total energy in eV: -9463.6386

The geometry in XYZ format:
```
18
Properties=species:S:1:pos:R:3:forces:R:3:lowdin_charge:R:1
O -0.39879 -2.21500 0.24342 1.4 0.6 3.9 -0.078
C -0.81806 1.60985 -0.23376 -4.0 -4.8 -1.8 -0.180
C 0.56320 1.27558 -0.56968 3.5 0.5 -4.0 -0.188
C -0.16541 -0.79212 0.33584 0.2 0.7 1.9 -0.429
C 0.86204 -0.23238 -0.62288 -1.3 0.8 0.7 -0.256
C 1.65737 -0.92957 -1.44663 0.3 -1.2 -1.1 0.036
C -1.33604 0.30645 0.47828 0.3 -4.0 -1.0 -0.164
C -0.61106 -0.21167 1.81378 1.0 -0.8 -1.4 -0.023
H -1.65987 1.66220 -1.07376 2.4 0.4 1.1 0.157
H 0.17391 0.40930 2.58223 -2.7 -1.6 -2.6 0.163
H 1.79113 -2.03288 -1.21398 -0.4 1.4 -0.5 0.071
H -0.02097 -2.50552 1.21437 -1.5 0.6 -3.9 0.174
H -0.94653 2.39590 0.37246 -0.4 3.1 2.1 0.057
H 2.11706 -0.62058 -2.48164 -0.8 0.0 2.6 0.095
H 0.82113 1.69533 -1.61669 -0.2 -0.4 1.5 0.141
H -2.20772 -0.39099 -0.09588 1.5 2.6 2.5 0.198
H -1.16175 -1.13909 2.24655 1.0 2.1 -0.2 0.104
H 1.34037 1.71518 0.06797 -0.4 0.1 0.2 0.121
```
Positions in Å, forces in eV/Å.

# 5
Molecular formula: C7H10O2
Method: DFT, ωB97M-V/def2-TZVPD

Computed properties:
F_max in eV Å⁻¹: 1.52
Charge: 0
LUMO energy (alpha / beta) in eV: 0.71 / 0.46
HOMO level (alpha / beta) in eV: -6.8815 / -7.0073
Kohn-Sham gap (alpha / beta) in eV: 7.588 / 7.468
Total energy in eV: -11509.5516

The geometry in XYZ format:
```
19
Properties=species:S:1:pos:R:3:forces:R:3:lowdin_charge:R:1
O -3.57348 0.09634 -0.92685 0.4 -0.4 0.3 0.006
O 2.52359 -1.24422 0.77678 -0.2 0.4 -0.1 0.054
C -2.92015 -0.50618 -0.13736 -1.3 0.7 -0.3 -0.101
C 2.50253 1.15060 0.70812 -0.1 0.0 0.0 -0.054
C -0.31140 -2.22417 0.25256 0.2 0.1 0.3 0.039
C -0.37556 -0.92863 0.24088 0.8 1.0 -0.3 -0.182
C 1.89835 -0.23877 0.64490 1.0 -0.9 0.2 -0.243
C -0.57668 1.11320 -1.20416 -0.2 -0.1 0.1 -0.078
C -0.66087 0.37016 0.09409 -0.6 -0.8 0.0 -0.225
H 2.35034 1.64397 -0.25313 0.0 0.0 0.0 0.068
H -0.78295 0.95533 1.00108 -0.1 0.0 0.0 0.124
H 1.98405 1.73106 1.47271 0.0 0.0 -0.1 0.077
H 0.10289 1.96252 -1.12047 0.0 0.0 0.0 0.069
H 0.64551 -2.70420 0.43467 0.0 0.0 -0.1 0.061
H -1.19676 -2.84218 0.15808 0.0 0.0 -0.1 0.065
H -3.35307 -1.40683 0.40088 0.2 0.1 -0.1 0.082
H 3.57258 1.10355 0.93228 -0.1 -0.1 0.0 0.078
H -1.56851 1.50129 -1.45388 0.0 0.0 0.0 0.069
H -0.26041 0.46719 -2.02118 0.1 0.0 0.1 0.092
```
Positions in Å, forces in eV/Å.

# 6
Molecular formula: C7H10O2
Method: DFT, ωB97M-V/def2-TZVPD

Computed properties:
F_max in eV Å⁻¹: 4.03
Structure (SMILES): C1O[C@@H]2C[C@H]1C[C@H]1O[C@H]21
Charge: 0
LUMO energy in eV: 0.86
HOMO level in eV: -9.2280
Kohn-Sham gap in eV: 10.084
Total energy in eV: -11511.2508

The geometry in XYZ format:
```
19
Properties=species:S:1:pos:R:3:forces:R:3:lowdin_charge:R:1
O -1.03566 1.18231 -2.23327 1.1 -0.2 1.3 0.014
O 0.43799 -1.37148 -0.80845 1.2 -2.1 -1.5 -0.143
C -1.24136 0.73943 0.51525 -1.0 0.8 2.4 -0.105
C 0.16755 0.90388 -1.40651 -1.9 0.5 1.1 -0.144
C 1.17502 -0.18191 -0.91512 0.8 -0.1 -1.4 -0.223
C 1.30867 0.24228 0.59593 0.2 0.8 -0.7 -0.093
C -0.06033 -0.17226 1.05036 -2.2 0.0 2.9 -0.301
C -1.24592 0.49215 -0.95007 3.5 1.0 -1.8 -0.202
C -0.21422 -1.52568 0.43047 2.7 -1.2 1.2 -0.183
H -2.23055 0.54835 0.99458 0.7 -0.4 -0.1 0.118
H -1.23939 -1.78615 0.28024 -0.6 -0.5 0.0 0.119
H -0.94963 1.70609 0.94081 -0.3 0.4 -0.9 0.120
H -1.32128 -0.52997 -1.24637 -0.9 -0.4 0.2 0.125
H 0.37030 -2.34171 1.04282 -1.3 1.2 -1.0 0.161
H 1.59928 1.30457 0.74918 -0.4 -0.7 -0.1 0.133
H -0.05726 -0.33905 2.21129 -0.4 0.8 -2.0 0.178
H 1.92412 -0.37607 1.23847 0.9 -0.2 -0.6 0.119
H 0.46572 1.82543 -0.91441 -0.1 0.3 -0.5 0.125
H 2.14698 -0.32021 -1.57521 -1.9 0.1 1.6 0.181
```
Positions in Å, forces in eV/Å.